1.
ORCA calculation (ωB97M-V with the def2-TZVPD basis set) on C35H48O2P3SbSn as an isolated structure at a distorted geometry.

The multiplicity is 1. Its charge is +4. The HOMO energy (spin up / spin down) is -18.07 / -18.03 eV. The calculation puts the frontier orbital gap (spin up / spin down) at 3.58 / 5.11 eV.

The geometry in XYZ format:
```
90
C35H48O2P3SbSn | the Open Molecules 2025 dataset | ωB97M-V with the def2-TZVPD basis set
P -1.402 -2.191 1.613
C -2.810 -1.805 2.701
H -3.074 -2.707 3.267
H -3.668 -1.457 2.116
H -2.540 -0.999 3.390
C -2.098 -3.542 0.585
H -1.311 -4.125 0.086
H -2.742 -3.122 -0.200
H -2.693 -4.195 1.239
C -0.317 -3.163 2.725
H -0.891 -4.023 3.103
H 0.020 -2.537 3.563
H 0.577 -3.521 2.191
P 2.407 1.162 1.204
C 2.311 2.529 2.400
H 3.294 3.009 2.475
H 1.994 2.155 3.378
H 1.568 3.261 2.065
C 3.677 0.069 1.937
H 4.069 -0.640 1.197
H 3.243 -0.512 2.760
H 4.485 0.707 2.315
C 3.381 1.937 -0.142
H 4.333 2.284 0.287
H 2.826 2.785 -0.564
H 3.583 1.231 -0.960
P -1.070 1.048 -2.697
C -2.066 2.520 -3.082
H -2.351 2.467 -4.136
H -1.466 3.414 -2.896
H -2.952 2.573 -2.444
C 0.189 1.140 -4.036
H -0.291 1.558 -4.932
H 0.633 0.160 -4.262
H 1.006 1.805 -3.718
C -2.152 -0.291 -3.341
H -2.470 -0.022 -4.361
H -3.029 -0.392 -2.683
H -1.636 -1.264 -3.357
Sn 0.755 -1.078 -0.671
C 0.295 -0.016 2.517
O -0.082 0.343 3.551
C -0.649 2.601 -0.159
O 0.316 3.213 -0.397
C 2.300 -1.443 -2.485
C 1.134 -2.180 -2.779
C 0.665 -3.151 -1.872
C 1.378 -3.402 -0.679
C 2.548 -2.673 -0.391
C 3.004 -1.687 -1.290
H 2.684 -0.716 -3.203
H 0.621 -2.035 -3.730
H -0.228 -3.732 -2.110
H 1.052 -4.193 -0.004
H 3.124 -2.899 0.509
H 3.937 -1.157 -1.093
C -1.511 4.241 4.930
C -2.089 2.972 5.041
C -2.414 2.241 3.890
C -2.199 2.791 2.621
C -1.592 4.041 2.511
C -1.252 4.772 3.660
Sb -2.876 1.776 0.790
C -4.759 0.907 1.533
C -5.370 -0.101 0.772
C -6.574 -0.677 1.209
C -7.172 -0.243 2.398
C -6.577 0.789 3.134
C -5.383 1.378 2.689
C -3.854 3.538 -0.072
C -5.250 3.655 -0.087
C -5.856 4.832 -0.549
C -5.074 5.894 -1.019
C -3.681 5.771 -1.025
C -3.080 4.596 -0.558
H -1.264 4.817 5.825
H -2.293 2.547 6.028
H -2.889 1.263 4.008
H -1.393 4.494 1.536
H -0.793 5.756 3.555
H -4.925 -0.436 -0.168
H -7.046 -1.462 0.614
H -8.102 -0.699 2.744
H -7.042 1.149 4.054
H -4.965 2.213 3.254
H -5.881 2.837 0.268
H -6.944 4.918 -0.542
H -5.543 6.811 -1.380
H -3.052 6.586 -1.394
H -1.991 4.531 -0.596
```

***

2.
ORCA calculation (ωB97M-V with the def2-TZVPD basis set) on an isolated ion of composition C5H10O2 and charge -2 at a distorted geometry.

The value obtained for the energy relative to the best compared isomer or geometry (same formula, charge and spin) is 0.540 eV. The multiplicity is 1. The structure (SMILES) is [O-]CCCCC[O-]. Its charge is -2. The HOMO energy is 0.66 eV. The calculation puts the frontier orbital gap at 6.54 eV.

The geometry in XYZ format:
```
17
C5H10O2 | the Open Molecules 2025 dataset | ωB97M-V with the def2-TZVPD basis set
C 1.715 0.504 -1.668
O 1.569 0.984 -2.917
C 0.475 0.747 -0.794
C 0.559 0.105 0.626
C -0.537 -0.847 1.086
C -2.029 -0.516 0.874
O -2.826 -0.886 1.946
H 1.975 -0.586 -1.636
H 2.593 0.936 -1.094
H 0.255 1.813 -0.711
H -0.410 0.388 -1.330
H 0.483 0.987 1.278
H 1.567 -0.286 0.802
H -0.430 -1.052 2.153
H -0.395 -1.847 0.680
H -2.439 -1.031 -0.019
H -2.124 0.588 0.725
```

***

3.
ORCA calculation (ωB97M-V with the def2-TZVPD basis set) on one molecule with the formula C4H5NO2.

The value obtained for the energy relative to the best compared isomer or geometry (same formula, charge and spin) is 1.726 eV. The multiplicity is 1. The structure (SMILES) is O=C[C@H]1CN=CO1. Its charge is 0. The HOMO energy is -9.93 eV. The calculation puts the frontier orbital gap at 10.77 eV.

The geometry in XYZ format:
```
12
C4H5NO2 | the Open Molecules 2025 dataset | ωB97M-V with the def2-TZVPD basis set
O -2.002 0.042 1.108
C -1.398 -0.410 0.176
C -0.367 0.395 -0.709
C 0.485 1.036 0.369
N 1.131 -0.187 0.902
C 1.137 -0.999 -0.075
O 0.491 -0.637 -1.221
H -1.404 -1.503 -0.037
H -0.720 1.004 -1.552
H 1.274 1.721 0.042
H -0.173 1.540 1.079
H 1.546 -2.002 -0.083
```

***

4.
ORCA calculation (ωB97M-V with the def2-TZVPD basis set) on a 10-piece molecular cluster, H20O10 overall at a distorted geometry.

The value obtained for the energy relative to the best compared isomer or geometry (same formula, charge and spin) is 6.765 eV. The multiplicity is 1. The structure (SMILES) is O.O.O.O.O.O.O.O.O.O. Its charge is 0. The HOMO energy is -8.89 eV. The calculation puts the frontier orbital gap at 9.16 eV.

The geometry in XYZ format:
```
30
H20O10 | the Open Molecules 2025 dataset | ωB97M-V with the def2-TZVPD basis set
H -0.883 -1.145 -0.819
H -0.541 0.276 -0.329
H -4.060 -1.121 1.552
H -2.658 -1.517 2.204
H 0.213 -2.222 -0.005
H -0.318 -3.638 -0.177
H -0.052 1.674 -2.439
H 1.208 2.636 -2.604
H 2.739 0.709 -3.491
H 2.471 0.905 -2.124
H 5.027 -1.148 1.976
H 3.856 -0.610 1.112
H -1.350 4.284 0.271
H -2.734 3.971 0.832
H 2.240 -0.584 0.189
H 2.071 -1.849 -0.656
H -5.341 -1.576 -1.534
H -5.985 -1.007 -0.347
H 2.327 1.061 3.432
H 1.412 2.216 2.843
O -0.223 -0.599 -0.224
O -3.375 -1.748 1.571
O 0.407 -3.009 -0.500
O 0.901 1.831 -2.266
O 2.310 0.236 -2.752
O 4.087 -1.321 1.677
O -1.873 3.711 0.809
O 1.907 -0.906 -0.611
O -5.202 -0.816 -0.872
O 1.420 1.307 3.282
```

***

5.
ORCA calculation (ωB97M-V with the def2-TZVPD basis set) on C15H31NO2P2Pb as an isolated structure at a distorted geometry.

The value obtained for the energy relative to the best compared isomer or geometry (same formula, charge and spin) is 5.382 eV. The multiplicity is 1. Its charge is 0. The HOMO energy (spin up / spin down) is -4.94 / -4.93 eV. The calculation puts the frontier orbital gap (spin up / spin down) at 3.61 / 2.99 eV.

The geometry in XYZ format:
```
52
C15H31NO2P2Pb | the Open Molecules 2025 dataset | ωB97M-V with the def2-TZVPD basis set
P -0.104 2.434 -1.616
P -2.413 -1.831 -2.710
C -1.070 1.168 -2.729
C -2.109 0.131 -2.290
H -0.295 0.684 -3.337
H -1.587 1.835 -3.478
H -2.138 0.037 -1.178
H -3.122 0.440 -2.586
C -0.699 -2.467 -2.895
H -0.626 -3.043 -1.967
H 0.039 -1.662 -2.969
H -0.667 -3.127 -3.761
C -3.010 -2.196 -4.435
H -2.215 -2.191 -5.204
H -3.866 -1.540 -4.659
H -3.385 -3.246 -4.307
C 1.276 3.616 -2.189
H 1.619 4.181 -1.294
H 0.906 4.342 -2.927
H 2.248 3.257 -2.608
C -1.540 3.631 -1.746
H -2.249 3.414 -2.579
H -1.156 4.647 -1.903
H -2.087 3.553 -0.806
Pb 1.901 1.222 -3.917
C -0.677 0.267 -5.441
C 0.650 -0.139 -5.436
C 1.711 0.402 -6.404
C 1.378 1.868 -6.701
C 1.010 2.547 -5.355
C -0.240 3.136 -5.179
C -1.512 2.615 -5.752
C -1.352 1.209 -6.372
C 1.027 1.489 -0.319
H -1.410 -0.244 -4.799
H 0.849 -1.155 -5.110
H 1.840 -0.145 -7.325
H 2.701 0.401 -5.910
H 2.183 2.410 -7.260
H 0.571 1.986 -7.406
H 1.957 2.968 -4.787
H -0.226 4.158 -4.750
H -1.947 3.279 -6.491
H -2.285 2.616 -5.011
H -2.345 0.849 -6.666
H -0.881 1.238 -7.351
H 0.634 0.423 -0.377
H 0.653 2.096 0.460
H 2.111 1.322 -0.118
O 4.172 -2.393 0.717
N 3.394 -1.622 0.128
O 3.707 -0.796 -0.728
```

***

6.
ORCA calculation (ωB97M-V with the def2-TZVPD basis set) on an isolated ion of composition C9H14N3OS2 and charge +1 at a distorted geometry.

The value obtained for the energy relative to the best compared isomer or geometry (same formula, charge and spin) is 0.000 eV. The multiplicity is 1. The structure (SMILES) is C/C(=N/[N+]1=CC(C)(C)SC1=S)[C@H](C)N=O. Its charge is +1. The HOMO energy (spin up / spin down) is -12.53 / -12.53 eV. The calculation puts the frontier orbital gap (spin up / spin down) at 7.11 / 7.11 eV.

The geometry in XYZ format:
```
29
C9H14N3OS2 | the Open Molecules 2025 dataset | ωB97M-V with the def2-TZVPD basis set
C 1.499 1.350 0.549
C -1.804 1.356 0.007
C 2.008 0.391 -0.584
C -0.746 -0.563 0.670
C -2.053 -1.277 0.208
C 2.489 2.306 1.093
C 1.703 1.187 -1.923
C -1.639 -2.178 -0.906
C -2.720 -1.960 1.340
N 0.306 1.437 1.007
N -0.724 0.721 0.594
N 1.266 -0.856 -0.464
O 1.889 -1.787 0.006
S -1.552 2.994 -0.167
S -3.074 0.226 -0.453
H 3.100 0.126 -0.530
H -0.163 -1.105 1.318
H 2.249 2.574 2.126
H 2.557 3.242 0.519
H 3.486 1.801 0.887
H 2.192 0.685 -2.759
H 1.969 2.159 -1.783
H 0.679 1.004 -2.067
H -0.904 -2.922 -0.672
H -1.192 -1.673 -1.679
H -2.497 -2.841 -1.345
H -2.850 -1.221 2.223
H -1.900 -2.660 1.825
H -3.574 -2.515 0.960
```

***

7.
ORCA calculation (ωB97M-V with the def2-TZVPD basis set) on C6H6N2 as an isolated structure at a distorted geometry.

The value obtained for the energy relative to the best compared isomer or geometry (same formula, charge and spin) is 4.084 eV. The multiplicity is 1. Its charge is 0. The HOMO energy is -7.88 eV. The calculation puts the frontier orbital gap at 8.25 eV.

The geometry in XYZ format:
```
14
C6H6N2 | the Open Molecules 2025 dataset | ωB97M-V with the def2-TZVPD basis set
C 0.104 0.844 -1.592
C 0.242 -0.532 -0.936
C -0.117 0.250 0.321
C -0.369 1.409 -0.355
C -0.045 -0.104 1.710
C 0.261 -1.324 2.148
N 0.271 1.337 -3.060
N -0.849 0.955 -3.009
H 1.232 -0.988 -0.976
H -0.518 -1.244 -1.254
H -0.701 2.398 -0.076
H -0.308 0.679 2.412
H 0.514 -2.119 1.462
H 0.284 -1.560 3.204
```

***

8.
ORCA calculation (ωB97M-V with the def2-TZVPD basis set) on C20H22N4ReSbSe4Si as an isolated structure.

The value obtained for the energy relative to the best compared isomer or geometry (same formula, charge and spin) is 0.000 eV. The multiplicity is 1. Its charge is +2. The HOMO energy is -13.57 eV. The calculation puts the frontier orbital gap at 6.42 eV.

The geometry in XYZ format:
```
53
C20H22N4ReSbSe4Si | the Open Molecules 2025 dataset | ωB97M-V with the def2-TZVPD basis set
Re -0.086 -0.501 0.189
C -2.132 -3.158 3.969
C -1.564 -2.058 4.611
C -0.607 -1.286 3.983
C -0.178 -1.641 2.701
C -0.727 -2.762 2.064
C -1.721 -3.503 2.695
N 0.663 -0.820 1.916
C 1.329 0.291 2.490
C 2.275 0.263 3.500
C 2.830 1.466 3.914
C 2.444 2.679 3.344
C 1.498 2.716 2.337
C 0.962 1.508 1.911
N -0.012 1.322 0.912
N -0.735 2.309 0.516
C -1.708 1.850 -0.313
C -2.718 2.694 -0.791
C -3.727 2.155 -1.543
C -3.732 0.774 -1.808
C -2.721 -0.006 -1.323
N -1.690 0.514 -0.603
H -2.884 -3.748 4.475
H -1.885 -1.794 5.609
H -0.206 -0.409 4.472
H -0.318 -3.106 1.122
H -2.138 -4.371 2.203
H 2.566 -0.674 3.956
H 3.572 1.462 4.700
H 2.890 3.599 3.694
H 1.179 3.644 1.883
H -2.678 3.742 -0.531
H -4.526 2.780 -1.917
H -4.525 0.322 -2.385
H -2.680 -1.073 -1.500
Se 2.544 -3.372 0.175
Sb 4.483 -4.041 -1.517
Se 1.019 -2.519 -1.341
Se 1.720 -0.241 -1.426
Se 3.802 -3.010 -3.472
C 0.023 2.052 -3.273
Si 0.897 0.467 -3.666
C -0.168 -0.923 -4.261
C 2.507 0.671 -4.548
H 0.048 2.693 -4.158
H 0.502 2.603 -2.462
H -1.022 1.881 -3.015
H -0.375 -0.767 -5.324
H -1.126 -0.966 -3.740
H 0.337 -1.886 -4.171
H 2.317 1.196 -5.489
H 2.965 -0.289 -4.785
H 3.219 1.269 -3.978
```